The following is a quantum chemistry calculation of a cluster of 2 separate species, C3H6FNO2 in total in a non-equilibrium geometry, from the OMol25 dataset.

Values from the calculation:
**Total charge**: 0
**HOMO level (alpha / beta)**: -11.0 / -11.0 eV
**Kohn-Sham gap (alpha / beta)**: 8.48 / 8.48 eV
**Electronic energy**: -422.78448 Ha
**Relative energy (zero: lowest compared OMol25 entry of this formula, charge and spin)**: 650.5 kJ/mol

Bonds (Å) are listed after each position.
Cartesian coordinates (Å):
1 C -0.66122 0.33069 1.25521  C3 1.410, H8 1.087, H9 1.131, H10 1.115
2 C -0.60042 -0.62043 -1.17903  C3 1.482, H11 1.099, H12 1.070, H13 1.154
3 C -0.03900 0.03574 0.02493  C1 1.410, C2 1.482, N4 1.407
4 N 1.35472 -0.15553 0.05485  C3 1.407, O5 1.222, O6 1.227
5 O 1.96520 0.12403 1.07627  N4 1.222
6 O 1.88404 -0.62273 -0.94814  N4 1.227
7 F 0.45271 2.16038 -0.56828  no bonds
8 H -0.01686 0.92396 1.89852  C1 1.087
9 H -0.79617 -0.73749 1.60274  C1 1.131
10 H -1.73155 0.64002 1.20689  C1 1.115
11 H -0.35627 0.23754 -1.82042  C2 1.099
12 H -1.63026 -0.90132 -1.11094  C2 1.070
13 H 0.17508 -1.41486 -1.49259  C2 1.154